{"formula": "C5H18N6", "method": "ωB97M-V/def2-TZVPD", "elements": ["C", "C", "C", "N", "N", "N", "H", "H", "H", "H", "H", "H", "H", "H", "H", "H", "C", "C", "N", "N", "N", "H", "H", "H", "H", "H", "H", "H", "H"], "coordinates": [[0.3176, -2.0213, -0.6532], [-0.5730, -1.6994, -1.8378], [2.4561, -1.1721, 0.1759], [1.7198, -1.5021, -0.9774], [1.8955, -1.4240, 1.4752], [3.5959, -0.4540, 0.1239], [0.0504, -1.3740, 0.1646], [0.2326, -3.2455, -0.4402], [-1.1915, -0.6821, -1.5089], [-1.2495, -2.7087, -1.8629], [2.0000, -1.5852, -2.0351], [0.8502, -1.3930, 1.5642], [2.3241, -1.2658, 2.3919], [3.9420, 0.0895, -0.7137], [3.7756, -0.1138, 1.1140], [-0.2541, -1.9473, -2.8683], [-1.1151, 1.9216, -1.5131], [-2.0187, 1.5603, 0.8686], [-2.0110, 1.1684, -0.5586], [-1.6257, 2.8328, 1.2490], [-2.3569, 0.6280, 1.7527], [-3.0060, 0.9420, -0.9492], [-1.2565, 3.4914, 0.5054], [-1.3482, 2.8070, 2.2011], [-2.4985, -0.4641, 1.5473], [-2.6292, 0.8377, 2.7575], [-1.4634, 1.6571, -2.5635], [-0.0550, 1.7307, -1.1368], [-1.1474, 2.9461, -1.8632]], "charge": 2, "homo_lumo_gap_ev": 10.67, "e_tot_ha": -529.16794, "homo_ev": -17.0230, "lumo_energy_ev": -6.351, "e_above_lowest_kcal_mol": 89.6}